[1]
# C22H14Cl2CrN6O2STe

A structure of composition C22H14Cl2CrN6O2STe (ωB97M-V with the def2-TZVPD basis set, OMol25).

Results
Total charge   -2
Orbital gap (alpha / beta)   4.23 / 4.49 eV
Spin multiplicity   5
Highest occupied orbital energy (alpha / beta)   0.173 / -0.131 eV

Each line ends with the Löwdin spin population.
Cartesian coordinates (Å):
1 Cr 0.1475 -0.9860 -0.5179  2.933
2 Cl -5.9507 -3.0102 1.6191  0.000
3 C -4.6946 -2.2621 0.6865  -0.001
4 C -3.4630 -2.0293 1.2791  0.000
5 C -2.4391 -1.4425 0.5457  0.001
6 N -1.1775 -1.1748 1.0542  -0.008
7 C -1.1289 -0.6574 2.2983  0.009
8 O -2.0859 -0.1441 2.9065  0.013
9 C 0.1915 -0.7134 2.9668  0.002
10 C 0.5118 0.2670 3.9158  0.002
11 C 1.6842 0.1506 4.6236  0.001
12 C 2.4965 -0.9629 4.3971  0.004
13 C 2.0945 -1.8786 3.4361  0.001
14 N 0.9833 -1.7694 2.7328  0.004
15 C -2.6574 -1.1350 -0.8221  0.001
16 C -3.9044 -1.3638 -1.3966  0.000
17 C -4.9197 -1.9146 -0.6342  -0.001
18 Cl -6.4826 -2.1485 -1.3594  0.000
19 N -1.5440 -0.6615 -1.4597  -0.018
20 C -1.5657 -0.0233 -2.6515  0.008
21 O -2.5597 0.3201 -3.3161  0.016
22 C -0.1957 0.2700 -3.0705  0.002
23 C 0.0539 1.0444 -4.1979  0.002
24 C 1.3468 1.3735 -4.5433  0.002
25 C 2.3766 0.8454 -3.7437  0.001
26 C 2.0639 0.0690 -2.6543  0.006
27 N 0.8067 -0.2149 -2.2548  -0.001
28 H -3.2938 -2.3041 2.3083  0.000
29 H -0.1700 1.0956 4.0422  0.000
30 H 1.9713 0.9073 5.3451  0.000
31 H 3.4208 -1.0945 4.9444  0.000
32 H 2.7095 -2.7440 3.2097  0.000
33 H -4.0663 -1.1099 -2.4307  0.000
34 H -0.8036 1.3663 -4.7725  0.000
35 H 1.5712 2.0013 -5.3939  0.000
36 H 3.4127 1.0343 -3.9868  0.000
37 H 2.8571 -0.3804 -2.0600  0.002
38 S 2.4379 -0.7103 0.5003  0.023
39 C 2.0294 0.9235 0.4378  0.061
40 N 3.0177 1.8900 0.6729  0.161
41 C 2.8474 3.1125 -0.0101  0.268
42 C 1.5986 3.4304 -0.4585  0.033
43 C 0.5524 2.5111 -0.3064  0.299
44 N 0.8057 1.2332 0.0849  0.104
45 H 3.9531 1.5153 0.7455  0.006
46 H 3.7273 3.7201 -0.1416  0.021
47 H 1.4142 4.3786 -0.9430  -0.006
48 H -0.4537 2.7220 -0.6294  0.021
49 Te 0.4729 -3.3463 -0.9977  0.028


[2]
# C22H14Cl2IrN4O8

A structure of composition C22H14Cl2IrN4O8 (ωB97M-V with the def2-TZVPD basis set, OMol25).

Results
Orbital gap (alpha / beta)   7.21 / 4.84 eV
Spin multiplicity   2
Highest occupied orbital energy (alpha / beta)   -8.582 / -8.582 eV

Each line ends with the Löwdin spin population.
Cartesian coordinates (Å):
1 Ir -0.6833 0.0905 0.5870  0.002
2 O 1.6629 -4.8196 0.9376  0.000
3 C 2.2661 -4.0919 1.8915  0.000
4 C 3.1411 -4.7694 2.7431  0.000
5 C 3.8040 -4.0936 3.7437  0.000
6 C 3.6173 -2.7229 3.9274  0.000
7 C 2.7546 -2.0491 3.0946  0.000
8 C 2.0685 -2.7113 2.0683  0.000
9 C 1.1317 -1.9465 1.2454  0.000
10 O 1.0139 -0.6837 1.4308  0.000
11 N 0.4386 -2.5852 0.2936  0.000
12 N -0.3472 -1.6902 -0.3119  0.000
13 C -0.8465 -1.8204 -1.4991  0.000
14 C -1.0132 -0.5267 -2.1408  0.000
15 C -1.4880 -0.3394 -3.4325  0.000
16 C -1.4891 0.9311 -3.9699  0.000
17 C -0.9990 1.9898 -3.2140  0.000
18 C -0.5380 1.7426 -1.9398  0.000
19 N -0.5305 0.5155 -1.4091  0.000
20 H 1.0458 -4.2389 0.4460  0.000
21 H 3.2723 -5.8324 2.5935  0.000
22 H 4.4712 -4.6393 4.3990  0.000
23 H 4.1348 -2.1994 4.7190  0.000
24 H 2.5770 -0.9908 3.2232  0.000
25 H -0.9778 -2.7750 -1.9908  0.000
26 H -1.8603 -1.1878 -3.9892  0.000
27 H -1.8701 1.1003 -4.9677  0.000
28 H -0.9727 2.9973 -3.6021  0.000
29 H -0.1552 2.5348 -1.3111  0.000
30 O -1.4449 5.1989 4.9522  0.833
31 C -1.6440 5.4502 3.6820  0.053
32 O -2.0001 6.4969 3.2177  0.030
33 C -1.3289 4.2028 2.8923  0.033
34 C -0.0769 3.6038 2.9573  0.018
35 C 0.1643 2.4807 2.1904  -0.001
36 N -0.7848 1.9691 1.4076  0.015
37 C -1.9985 2.5283 1.3541  -0.001
38 C -2.3117 3.6573 2.0779  0.018
39 C -2.9910 1.8046 0.4717  0.000
40 O -4.0595 2.3044 0.2100  -0.001
41 O -2.5604 0.6545 0.0435  0.000
42 H 0.6979 3.9968 3.6002  0.000
43 H 1.1113 1.9588 2.1975  0.000
44 H -3.3000 4.0873 1.9871  0.001
45 Cl -2.5934 -3.0618 1.5129  0.000
46 C -3.0702 -1.8988 2.7712  0.000
47 Cl -4.3936 -0.8624 2.2170  0.000
48 C -1.9042 -1.0439 3.2892  0.000
49 O -1.6857 -1.1124 4.4793  0.000
50 O -1.2966 -0.2072 2.5080  0.000
51 H -3.4331 -2.4905 3.6011  0.000


The lowest spin multiplicity belongs to which entry? C22H14Cl2IrN4O8